Entry 1:
{
  "formula": "C36H104N16O12",
  "method": "wB97M-V/def2-TZVPD",
  "energy_ev": -87429.6287,
  "smiles": "COC[C@H](C)N.COC[C@H](C)N.COC[C@H](C)N.COC[C@H](C)N.COC[C@H](C)N.COC[C@H](C)N.COC[C@H](C)N.COC[C@H](C)N.NC(N)=O.NC(N)=O.NC(N)=O.NC(N)=O",
  "largest_force_ev_per_a": 2.9,
  "elements": ["H", "C", "H", "O", "H", "H", "H", "H", "C", "H", "H", "H", "H", "H", "H", "H", "H", "H", "O", "C", "C", "O", "H", "H", "H", "N", "H", "H", "O", "H", "H", "C", "H", "O", "H", "C", "H", "H", "H", "O", "H", "H", "H", "C", "C", "H", "C", "H", "H", "H", "N", "H", "N", "C", "H", "N", "H", "H", "H", "H", "H", "H", "H", "H", "H", "H", "C", "N", "C", "O", "H", "H", "H", "H", "H", "H", "H", "H", "H", "C", "O", "H", "H", "C", "H", "H", "C", "H", "H", "H", "H", "N", "H", "C", "C", "H", "H", "N", "H", "H", "O", "H", "H", "H", "N", "N", "C", "H", "N", "O", "N", "C", "O", "C", "H", "N", "C", "N", "H", "C", "H", "C", "H", "C", "C", "H", "H", "H", "H", "H", "H", "C", "H", "N", "H", "H", "C", "C", "H", "C", "H", "H", "N", "H", "H", "C", "H", "H", "H", "N", "C", "C", "H", "C", "C", "H", "H", "H", "H", "H", "H", "C", "H", "H", "C", "O", "H", "H"],
  "positions_angstrom": [[-1.775, -2.189, -14.468], [-2.796, -1.862, -14.261], [-3.378, 1.822, -16.623], [-4.586, 2.139, -18.334], [-5.559, -0.304, -3.843], [-5.664, 3.941, -16.904], [-5.018, 6.080, -10.126], [-6.328, 1.212, -9.398], [-7.624, 7.656, -13.008], [-1.970, 9.247, -10.582], [-6.206, 0.027, -11.864], [-3.490, 0.568, -14.739], [-9.790, 9.308, -14.835], [-6.041, 0.576, -18.248], [-9.606, -1.235, -14.007], [-8.134, 2.542, -5.977], [-6.967, 2.667, -10.539], [-7.937, 0.946, -9.081], [-4.211, -0.536, -10.540], [-12.051, 4.176, -9.163], [-6.868, 1.918, -7.594], [-6.481, 7.066, -8.275], [-14.316, 3.384, -9.994], [-13.217, 2.092, -10.482], [-8.969, -0.818, -15.941], [-6.893, 3.058, -11.483], [-3.291, -2.718, -13.799], [-6.092, 3.298, -14.994], [-2.789, -0.769, -13.368], [-4.906, 1.378, -16.514], [-13.896, 0.657, -8.683], [-7.535, 0.700, -15.403], [-15.193, 0.631, -10.796], [-8.141, 3.589, -13.347], [-5.221, 4.535, -14.629], [-6.403, 0.629, -6.867], [-11.361, 4.397, -8.348], [-3.938, 5.544, -16.134], [-7.116, 5.881, -14.605], [-6.190, 0.804, -5.472], [-10.056, 2.852, -11.877], [-13.193, 5.564, -12.652], [-6.732, 0.789, -14.660], [-6.210, 7.118, -13.353], [-5.870, -0.435, -4.877], [-3.022, 7.384, -11.983], [-15.638, 1.056, -9.889], [-4.099, 5.289, -12.655], [-1.474, 2.604, -11.468], [-16.310, 1.857, -10.198], [-8.900, -0.514, -13.898], [-1.471, 4.129, -13.292], [-2.372, 1.353, -8.480], [-9.337, 9.072, -13.877], [-13.733, 3.111, -12.483], [-4.867, -2.642, -10.993], [-1.017, 9.197, -12.196], [-8.653, 6.005, -8.422], [-6.213, 6.975, -15.353], [-15.865, 2.857, -8.043], [-6.993, 0.866, -16.335], [-5.393, 1.040, -19.837], [-4.801, 1.804, -13.090], [-2.659, 0.726, -9.211], [-9.005, 2.519, -10.514], [-5.375, 0.474, -7.223], [-5.263, 8.292, -13.612], [-5.110, 3.577, -14.974], [-5.652, 1.411, -18.850], [-12.754, 3.029, -8.678], [-3.492, 4.891, -17.594], [-5.061, -0.945, -5.411], [-6.147, 4.786, -10.407], [-0.414, 5.480, -12.812], [-2.090, 1.003, -7.583], [-14.455, 2.593, -7.353], [-8.227, 1.525, -15.243], [-5.774, 8.987, -14.283], [-9.019, 1.691, -7.293], [-14.559, 1.490, -8.920], [-2.776, 3.443, -7.579], [-6.569, 2.018, -18.832], [-5.012, 8.871, -12.720], [-13.683, 5.513, -13.624], [-14.364, 0.328, -14.970], [-5.787, 6.498, -12.563], [-1.636, 1.647, -11.959], [-3.817, 3.880, -9.739], [-3.734, 3.839, -12.055], [-5.585, -3.343, -11.010], [-3.389, -1.558, -15.129], [-4.080, 1.817, -12.372], [-7.060, -0.212, -7.106], [-3.613, 4.583, -16.554], [-7.210, -1.802, -15.205], [-14.706, 5.899, -13.569], [-6.129, 2.714, -7.509], [-5.945, 5.703, -10.046], [-0.264, 9.126, -10.599], [-8.289, 6.863, -12.647], [-13.741, 4.238, -14.234], [-5.984, 3.015, -11.916], [-6.425, -1.685, -14.447], [-2.622, 2.558, -13.641], [-15.245, 2.101, -7.775], [-7.174, 1.605, -8.982], [-2.717, 0.511, -13.962], [-12.613, 2.228, -15.206], [-6.186, 6.302, -14.590], [-1.124, 7.417, -11.138], [-12.078, 1.033, -13.587], [-13.689, 2.568, -9.607], [-8.211, 8.234, -14.163], [-2.394, 6.807, -11.288], [-4.315, 7.961, -14.038], [-3.636, 2.901, -9.588], [-2.873, 2.629, -8.495], [-9.137, 2.814, -11.469], [-12.761, 0.437, -13.103], [-8.178, -0.641, -15.202], [-9.370, 0.380, -13.821], [-5.038, -1.308, -11.026], [-6.695, -1.651, -12.218], [-4.345, 2.224, -16.950], [-13.183, 3.217, -13.429], [-6.745, -1.093, -4.897], [-7.439, -4.971, -14.417], [-16.242, 0.245, -9.480], [-1.908, 0.912, -11.203], [-2.745, 4.362, -15.934], [-8.527, 3.326, -7.548], [-4.761, 3.583, -16.395], [-0.659, 1.333, -12.329], [-8.015, 5.617, -9.095], [-1.815, 5.805, -13.757], [-8.354, 4.998, -9.807], [-6.906, -4.055, -14.681], [-1.449, 5.159, -12.952], [-15.019, 1.922, -15.165], [-1.147, 8.843, -11.175], [-11.875, 0.326, -14.299], [-4.055, 0.905, -11.906], [-3.637, 4.840, -11.870], [-1.764, 0.576, -14.512], [-10.067, 8.645, -13.187], [-2.279, 5.350, -11.689], [-6.723, -1.781, -16.188], [-6.137, -3.763, -13.967], [-13.213, 6.214, -14.319], [-6.195, -0.967, -11.686], [-8.224, 2.403, -7.055], [-13.059, 1.931, -14.254], [-3.761, 2.206, -10.310], [-8.081, 3.207, -12.173], [-6.758, 6.158, -9.045], [-6.476, -4.418, -15.623], [-12.196, 3.551, -13.083], [-14.967, 1.187, -13.540], [-2.890, 6.966, -10.320], [-11.566, 4.000, -10.122], [-1.718, 4.864, -10.886], [-14.432, 1.305, -14.485], [-7.595, 8.386, -12.192], [-4.011, -3.005, -10.602], [-2.738, 1.668, -13.019], [-7.855, -3.026, -14.909], [-8.936, 9.984, -13.429], [-12.708, 5.051, -9.170]],
  "lowdin_charge": [0.09, -0.09, 0.12, -0.17, 0.09, 0.14, 0.07, 0.07, -0.20, 0.09, 0.08, 0.10, 0.09, 0.07, 0.06, 0.08, 0.04, 0.09, 0.00, -0.08, -0.39, 0.02, 0.13, 0.11, 0.14, 0.15, 0.07, 0.05, -0.19, 0.09, 0.14, -0.06, 0.06, -0.01, 0.02, -0.20, 0.09, 0.06, 0.08, -0.18, 0.09, 0.08, 0.07, -0.39, -0.12, 0.11, -0.08, 0.06, 0.06, 0.08, 0.05, 0.05, 0.16, -0.09, 0.11, 0.16, 0.09, 0.10, 0.08, 0.07, 0.05, 0.09, 0.05, 0.05, 0.08, 0.12, -0.07, 0.05, -0.13, -0.19, 0.08, 0.08, 0.04, 0.08, 0.10, 0.06, 0.08, 0.08, 0.08, -0.42, 0.01, 0.09, 0.08, -0.10, 0.08, 0.09, -0.03, 0.07, 0.02, 0.10, 0.08, 0.03, 0.13, -0.05, -0.22, 0.09, 0.15, 0.16, 0.08, 0.12, -0.18, 0.05, 0.10, 0.10, 0.04, 0.02, -0.21, 0.14, 0.05, -0.19, 0.04, -0.25, -0.21, -0.21, 0.07, 0.17, -0.68, 0.18, 0.06, -0.42, 0.04, -0.66, 0.07, -0.20, -0.22, 0.09, 0.09, 0.08, 0.06, 0.07, 0.05, -0.41, 0.09, 0.15, 0.08, 0.06, -0.11, -0.05, 0.08, -0.09, 0.06, 0.03, 0.06, 0.14, 0.08, -0.41, 0.13, 0.07, 0.09, 0.19, -0.05, -0.42, 0.04, -0.67, -0.67, 0.09, 0.11, 0.07, 0.13, 0.07, 0.13, -0.06, 0.13, 0.11, -0.39, -0.18, 0.09, 0.09]
}

=====

Entry 2:
{
  "formula": "C36H109N23O15",
  "method": "wB97M-V/def2-TZVPD",
  "energy_ev": -104083.6904,
  "largest_force_ev_per_a": 6.6,
  "elements": ["N", "H", "N", "H", "H", "H", "C", "H", "C", "H", "C", "H", "H", "H", "C", "H", "C", "C", "H", "H", "H", "H", "H", "H", "O", "H", "H", "H", "H", "C", "H", "N", "H", "O", "O", "O", "N", "H", "N", "H", "H", "N", "C", "H", "O", "O", "H", "H", "H", "H", "H", "H", "H", "N", "H", "H", "N", "H", "C", "H", "O", "H", "C", "H", "H", "H", "N", "H", "H", "H", "C", "H", "O", "H", "C", "C", "H", "H", "N", "C", "H", "H", "O", "N", "C", "H", "H", "H", "N", "H", "H", "H", "C", "H", "H", "C", "H", "H", "H", "O", "H", "H", "C", "H", "H", "H", "H", "H", "N", "C", "H", "H", "N", "C", "N", "H", "H", "H", "H", "O", "C", "N", "C", "H", "C", "H", "H", "H", "H", "C", "H", "O", "H", "C", "C", "H", "H", "C", "C", "C", "C", "H", "H", "H", "C", "H", "H", "N", "H", "C", "H", "O", "H", "H", "C", "H", "H", "H", "N", "N", "N", "C", "N", "H", "H", "N", "H", "C", "H", "H", "O", "H", "H", "C", "H", "H", "H", "N", "H", "O", "H", "H", "H"],
  "positions_angstrom": [[2.895, 6.809, -6.477], [-0.952, 2.975, -7.294], [0.294, 2.427, -2.156], [6.677, 5.603, -11.161], [4.077, 9.200, 2.284], [1.236, 6.154, -7.545], [5.477, 6.217, -4.105], [5.446, 8.620, -7.558], [9.297, 4.295, -2.642], [0.059, 9.795, 1.900], [0.974, 5.950, -2.109], [9.267, 4.610, -5.930], [6.212, 5.745, 3.773], [8.273, 4.694, -10.941], [7.035, 0.864, -8.076], [1.308, 5.182, 0.362], [3.431, 12.154, -1.916], [4.824, 9.637, -5.911], [9.011, 4.996, -13.180], [4.329, 3.569, 0.187], [8.223, 8.392, -12.792], [10.322, 3.821, -0.223], [6.910, 1.028, -9.146], [1.822, 6.549, -2.441], [5.572, 7.903, -1.048], [10.290, 1.852, -7.275], [2.943, 2.239, -3.666], [2.002, 8.434, -0.661], [1.281, 5.093, -5.290], [6.334, 8.897, -1.083], [8.699, 3.397, -2.484], [7.517, 6.540, 1.113], [11.451, 1.160, -8.844], [8.943, 4.819, -3.914], [0.878, 3.734, -6.879], [5.366, 5.767, -5.206], [6.615, 9.585, -2.118], [8.083, 4.279, -8.541], [2.227, 12.587, -2.169], [6.363, 4.718, -8.821], [9.716, 9.771, -2.194], [5.581, 8.794, -6.573], [2.166, 5.738, -7.159], [7.381, 10.382, -0.116], [10.917, 9.166, -4.405], [7.793, 6.112, -9.484], [3.687, 6.889, -3.794], [-0.549, 1.956, -1.859], [10.188, 11.727, -5.630], [-0.322, 7.700, -5.131], [2.974, 10.550, -2.810], [2.561, 4.022, -5.686], [6.818, 9.005, 0.773], [4.030, 10.215, -6.795], [2.744, 8.204, 2.739], [2.987, 7.659, -7.015], [7.004, 9.445, -0.116], [-0.682, 9.957, -2.919], [7.727, 7.808, -12.016], [9.562, 6.725, -11.595], [6.739, 7.875, 2.645], [9.317, 12.824, -4.682], [8.467, 0.661, -7.588], [9.253, 6.429, -13.558], [2.879, 11.905, 4.321], [1.489, 7.730, -5.307], [2.687, 8.577, 0.067], [0.478, 3.393, -1.927], [7.907, 5.648, 0.842], [8.209, 10.767, -3.793], [9.299, 1.884, -7.727], [0.201, 9.348, 0.261], [1.301, 4.653, -1.569], [4.590, 6.305, 0.831], [8.511, 6.524, -11.801], [1.762, 4.608, -6.140], [3.393, 10.913, -6.437], [6.256, 8.267, -6.037], [6.648, 6.297, -3.494], [1.966, 4.714, -0.370], [3.188, 6.836, 0.667], [7.656, 0.749, -5.720], [1.607, 9.496, -3.602], [2.233, 2.530, -3.010], [4.527, 4.261, -0.631], [6.587, 1.767, -7.661], [5.510, 4.732, -0.604], [0.593, 6.689, -1.405], [0.611, 8.002, -4.888], [9.925, 5.251, 0.448], [2.317, 3.396, -2.496], [7.466, 5.902, -3.934], [5.388, 2.213, -4.975], [9.874, 7.169, -0.824], [4.597, 10.558, -1.988], [2.140, 9.409, 1.122], [6.107, 9.476, -2.984], [-0.462, 3.374, -5.628], [4.192, 10.051, -7.778], [4.886, 9.880, -4.706], [6.692, 7.684, -12.335], [6.360, 0.038, -7.851], [9.243, 5.286, -1.492], [-0.916, 4.685, -6.810], [6.320, 3.674, -4.088], [9.442, 3.095, -5.057], [3.837, 6.534, -6.239], [12.446, 8.046, -5.021], [9.665, 10.714, -2.553], [1.180, 1.768, -2.874], [7.134, 10.447, -2.032], [8.204, 5.574, -1.334], [8.542, 5.885, -13.090], [-0.451, 3.710, -6.665], [8.226, 0.103, -6.248], [7.602, -0.663, -6.457], [2.248, 10.424, 0.738], [3.424, 6.000, -1.192], [3.871, 4.671, -7.976], [2.652, 9.983, 3.578], [0.608, 8.968, -4.052], [9.662, 4.585, -0.264], [9.944, 11.937, -4.588], [11.181, 6.173, -1.389], [7.054, 6.736, 2.285], [7.254, 5.553, -7.580], [4.395, 3.736, -1.578], [6.067, 2.242, -3.067], [7.708, 8.376, -11.087], [7.354, 5.089, -8.561], [10.316, 3.908, -2.643], [5.069, 1.088, -4.929], [1.452, 11.981, -2.398], [10.151, 6.456, -1.601], [11.360, 7.957, -5.026], [1.984, 11.858, 2.876], [2.433, 4.400, -8.866], [9.570, 9.289, -4.507], [9.289, 10.682, -3.913], [2.994, 9.211, 2.405], [2.988, 5.186, -8.353], [-1.323, 9.303, -4.347], [10.195, 0.165, -9.676], [3.309, 5.940, -9.072], [7.720, 5.629, -10.847], [6.915, 4.748, 2.511], [10.647, 10.880, -2.720], [3.642, 5.959, 0.880], [10.880, 12.214, -4.102], [9.616, 4.170, -4.996], [11.045, 1.440, -10.553], [4.237, 12.902, -1.463], [10.674, 4.426, -4.949], [0.279, 5.968, -2.949], [3.421, 5.250, -0.401], [10.971, 7.817, -6.034], [6.671, 6.732, -2.582], [0.314, 8.197, 1.601], [6.025, 2.717, -3.957], [6.791, 5.648, 2.952], [4.623, 6.871, -3.415], [0.653, 9.166, 1.236], [3.690, 10.941, -2.215], [9.981, 6.915, -2.575], [4.987, 2.660, -6.926], [-0.591, 9.268, -3.652], [8.784, 2.639, -7.133], [2.843, 11.392, 3.360], [4.758, 7.434, -2.588], [9.173, 9.337, -5.521], [9.627, 2.048, -9.085], [11.305, 7.053, -4.419], [1.905, 3.728, 0.089], [10.647, 1.152, -9.580], [5.379, 4.010, -5.955], [3.780, 11.682, 2.885], [2.164, 13.594, -2.132], [5.303, 3.005, -6.031], [3.503, 8.869, -0.452], [1.054, 0.594, -3.196], [7.481, 7.257, 0.403], [9.047, 8.437, -4.071], [8.877, -0.210, -8.100]],
  "lowdin_charge": [0.04, 0.10, 0.16, 0.13, 0.12, 0.13, -0.77, 0.11, -0.18, 0.08, -0.05, 0.08, 0.13, 0.12, -0.06, 0.13, -0.85, -0.73, 0.07, 0.09, 0.07, 0.08, 0.08, 0.06, -0.02, 0.12, 0.10, 0.06, 0.10, -0.74, 0.13, 0.19, 0.09, -0.24, -0.20, 0.01, 0.19, 0.07, 0.17, 0.08, 0.06, 0.18, -0.38, 0.14, -0.16, -0.19, 0.10, 0.11, 0.07, 0.12, 0.05, 0.11, 0.08, 0.16, 0.12, 0.06, 0.20, 0.12, -0.07, 0.14, 0.00, 0.08, -0.42, 0.07, 0.08, 0.07, 0.05, 0.04, 0.07, 0.10, -0.23, 0.07, -0.25, 0.04, -0.46, -0.13, 0.12, 0.11, 0.21, -0.19, 0.00, 0.04, 0.02, 0.18, -0.04, 0.04, 0.07, 0.09, 0.20, 0.06, 0.07, 0.08, -0.84, 0.08, 0.08, -0.41, 0.08, 0.09, 0.11, 0.02, 0.08, 0.09, -0.43, 0.08, 0.08, 0.08, 0.03, 0.09, 0.03, -0.76, 0.11, 0.10, 0.01, -0.14, 0.04, 0.07, 0.12, 0.09, 0.05, -0.18, -0.80, 0.02, -0.02, 0.10, -0.78, 0.07, 0.06, 0.12, 0.07, -0.08, 0.13, 0.07, 0.09, -0.05, -0.08, 0.08, 0.08, -0.26, -0.43, -0.16, -0.04, 0.12, 0.08, 0.07, -0.18, 0.12, 0.06, 0.06, 0.07, -0.07, 0.09, 0.04, 0.09, 0.08, -0.43, 0.10, 0.08, 0.08, 0.19, 0.19, 0.22, -0.05, 0.20, 0.06, 0.10, 0.17, 0.09, -0.11, 0.07, 0.12, -0.20, 0.07, 0.14, -0.06, 0.05, 0.09, 0.12, 0.18, 0.06, 0.02, 0.08, 0.11, 0.13]
}

=====

no.,HOMO-LUMO gap (eV)
1,9.090
2,8.543